A:
Formula: C3H10OS
Source: OMol25
Level of theory: ωB97M-V/def2-TZVPD

```
15
C3H10OS (ωB97M-V/def2-TZVPD)
C 2.51 -0.64 1.87
O 3.38 -1.74 1.76
H 2.93 0.23 1.67
H 1.51 -0.92 1.35
H 2.34 -0.78 2.93
H 3.65 -2.18 0.98
C -2.85 0.97 -0.09
S -2.41 0.10 -1.56
C -0.82 0.35 -2.31
H -2.89 0.28 0.76
H -3.80 1.40 -0.27
H -2.01 1.64 0.26
H -0.77 1.35 -2.73
H -0.08 0.48 -1.64
H -0.69 -0.53 -2.98
```

Values from the calculation:
E_LUMO in eV: 0.704
Charge: 0
SMILES: CSC.CO

B:
Formula: C3H10OS
Source: OMol25
Level of theory: ωB97M-V/def2-TZVPD

```
15
C3H10OS (ωB97M-V/def2-TZVPD)
C 1.62 2.06 1.41
O 2.77 2.30 2.24
H 1.93 1.58 0.47
H 1.01 1.34 1.94
H 1.08 2.98 1.20
H 3.13 3.16 2.01
C -1.14 -0.30 -0.33
S -2.41 -1.53 -0.69
C -1.45 -2.69 -1.73
H -0.88 0.24 -1.24
H -0.24 -0.73 0.09
H -1.54 0.37 0.43
H -0.40 -2.43 -1.70
H -1.68 -3.70 -1.36
H -1.83 -2.64 -2.74
```

Values from the calculation:
E_LUMO in eV: 0.837
Charge: 0
SMILES: CSC.CO

Quick one: least stable of them? A

A:
Formula: C3H4FNO
Source: OMol25
Level of theory: ωB97M-V/def2-TZVPD

```
10
C3H4FNO (ωB97M-V/def2-TZVPD)
C -2.39 -0.35 1.23
C 1.88 0.40 -1.24
C 0.99 0.62 -0.26
N -2.24 -1.37 0.63
O -2.82 0.42 1.98
F 0.44 -0.40 0.45
H 2.14 -0.53 -1.55
H 2.58 1.20 -1.65
H 0.83 1.64 0.29
H -1.41 -1.63 0.12
```

Values from the calculation:
E_LUMO in eV: 0.770
Charge: 0
SMILES: N=C=O.C=CF

B:
Formula: C3H4FNO
Source: OMol25
Level of theory: ωB97M-V/def2-TZVPD

```
10
C3H4FNO (ωB97M-V/def2-TZVPD)
C 1.81 0.38 0.07
C 0.56 -0.23 0.04
C -1.87 -0.33 0.08
H 2.01 1.48 -0.29
H 0.54 -1.40 0.10
H -0.76 1.47 -0.18
H -1.35 -1.40 0.04
N -0.76 0.41 0.27
O -3.06 -0.04 -0.11
F 2.87 -0.34 -0.03
```

Values from the calculation:
E_LUMO in eV: 0.823
Charge: 0
SMILES: O=CN/C=C/F

C:
Formula: C3H4FNO
Source: OMol25
Level of theory: ωB97M-V/def2-TZVPD

```
10
C3H4FNO (ωB97M-V/def2-TZVPD)
C 0.38 -0.12 1.43
C 0.46 -0.36 -0.88
C -0.78 0.46 -0.33
N 1.40 -0.42 0.15
O -0.87 0.11 1.13
F 0.96 -0.07 2.59
H 0.12 -1.42 -1.16
H 0.67 -0.05 -1.97
H -0.53 1.50 -0.26
H -1.81 0.36 -0.69
```

Values from the calculation:
E_LUMO (alpha / beta) in eV: 0.791 / 0.791
Charge: 0
SMILES: FC1=NCCO1

D:
Formula: C3H4FNO
Source: OMol25
Level of theory: ωB97M-V/def2-TZVPD

```
10
C3H4FNO (ωB97M-V/def2-TZVPD)
C -0.56 -0.62 -0.22
C 0.62 0.39 -0.11
C 1.72 0.27 -0.87
H -2.73 0.11 1.59
H -0.47 -1.57 -0.84
H 2.52 0.95 -0.55
H 1.84 -0.50 -1.68
N -1.63 -0.65 0.48
O -1.83 0.31 1.38
F 0.51 1.32 0.82
```

Values from the calculation:
E_LUMO in eV: 0.890
Charge: 0
SMILES: C=C(F)/C=N\O

Quick one: least stable of them? C

A:
Formula: C6H9NS
Source: OMol25
Level of theory: ωB97M-V/def2-TZVPD

```
17
C6H9NS (ωB97M-V/def2-TZVPD)
C 1.55 -0.49 -0.33
C 0.26 0.17 -0.51
C -0.95 -0.81 -0.88
C -2.22 -0.22 -0.17
C -1.82 0.63 0.76
C -0.44 0.93 0.64
H 2.47 0.42 1.37
H 2.67 1.01 -0.02
H 1.16 -1.23 0.46
H 1.95 -0.91 -1.28
H -0.91 -1.08 -2.08
H -0.76 -1.72 -0.37
H -3.17 -0.69 -0.25
H -2.51 0.91 1.65
H 0.17 1.04 1.47
N 2.57 0.15 0.35
S -0.03 1.89 -0.81
```

Values from the calculation:
E_LUMO in eV: 0.845
Charge: 0
SMILES: NC[C@@]12CC=C[C@@H]1S2

B:
Formula: C6H9NS
Source: OMol25
Level of theory: ωB97M-V/def2-TZVPD

```
17
C6H9NS (ωB97M-V/def2-TZVPD)
C 1.53 0.63 2.87
C 0.83 1.45 1.83
C 0.37 1.12 0.63
C 0.41 -1.49 0.44
C -0.61 -1.90 -0.63
C -0.61 -0.41 -1.04
H 0.83 0.44 3.68
H 2.40 1.17 3.25
H 1.87 -0.36 2.53
H 0.72 2.51 2.11
H -0.06 1.94 0.06
H 0.14 -1.69 1.48
H 1.44 -1.78 0.27
H -0.32 -2.65 -1.36
H -1.59 -2.17 -0.22
N 0.19 -0.09 0.00
S -1.15 0.43 -2.28
```

Values from the calculation:
E_LUMO in eV: 0.695
Charge: 0
SMILES: C/C=C\N1CCC1=S

Quick one: least stable of them? A

A:
Formula: C6H9NS
Source: OMol25
Level of theory: ωB97M-V/def2-TZVPD

```
17
C6H9NS (ωB97M-V/def2-TZVPD)
C 1.58 -1.51 0.15
C 0.71 -0.51 -0.64
C -0.42 0.08 -0.30
C -1.01 1.31 -0.93
C -0.91 1.82 -2.18
C -1.28 -0.56 0.86
H 1.84 -1.16 1.49
H 2.75 -1.92 -0.50
H 0.86 -2.61 0.20
H 1.47 0.20 -1.28
H -1.74 1.73 -0.27
H -1.27 2.88 -2.52
H -0.16 1.25 -2.73
H -2.14 -1.13 0.28
H 0.99 0.76 2.95
N -0.99 -0.71 2.07
S -0.29 0.06 3.34
```

Values from the calculation:
E_LUMO in eV: 0.281
Charge: 0

B:
Formula: C6H9NS
Source: OMol25
Level of theory: ωB97M-V/def2-TZVPD

```
17
C6H9NS (ωB97M-V/def2-TZVPD)
C 2.38 -0.32 -0.79
C 0.90 -0.24 -0.40
C 0.25 0.86 0.42
C -1.19 1.26 0.13
C -1.93 -0.03 0.14
C -1.07 -1.07 0.78
H 2.53 0.02 -1.89
H 3.14 0.20 -0.05
H 2.50 -1.48 -0.74
H 0.29 -0.45 -1.23
H 0.88 1.55 1.07
H -1.52 1.76 -0.81
H -1.66 1.92 0.95
H -1.41 -1.17 1.80
H -1.04 -1.95 0.21
N 0.33 -0.57 0.93
S -3.37 -0.29 -0.52
```

Values from the calculation:
E_LUMO in eV: -0.138
Charge: 0
SMILES: C[C@@H]1[C@H]2CC(=S)CN12

C:
Formula: C6H9NS
Source: OMol25
Level of theory: ωB97M-V/def2-TZVPD

```
17
C6H9NS (ωB97M-V/def2-TZVPD)
C 1.63 -0.14 0.25
C 0.73 -1.32 -0.02
C -1.55 -0.44 -0.41
C -1.18 1.02 -0.57
C -0.10 1.62 -0.06
C 0.94 1.03 0.92
H 0.72 -1.46 -1.13
H 1.25 -2.19 0.40
H -1.07 -2.13 0.63
H -2.59 -0.42 -0.01
H -1.58 -0.89 -1.42
H -1.86 1.54 -1.27
H 0.16 2.62 -0.41
H 0.39 0.63 1.78
H 1.69 1.75 1.28
N -0.67 -1.20 0.47
S 3.11 -0.02 -0.44
```

Values from the calculation:
E_LUMO in eV: 0.040
Charge: 0
SMILES: S=C1CC=CCNC1

Quick one: least stable of them? A

A:
Formula: C6H9NS
Source: OMol25
Level of theory: ωB97M-V/def2-TZVPD

```
17
C6H9NS (ωB97M-V/def2-TZVPD)
C -0.05 0.57 0.49
C 1.20 -0.40 0.51
C 0.57 -1.75 0.19
C -0.66 -1.61 -0.24
C -1.15 -0.21 -0.18
C -2.30 0.21 -0.68
H 0.78 2.47 0.56
H 0.33 1.92 -0.99
H -0.32 0.73 1.60
H 1.67 -0.39 1.54
H 3.12 0.83 0.02
H 1.16 -2.69 0.28
H -1.33 -2.38 -0.68
H -3.07 -0.54 -0.88
H -2.45 1.28 -0.82
N 0.05 1.98 -0.01
S 2.47 -0.03 -0.70
```

Values from the calculation:
E_LUMO in eV: 0.696
Charge: 0
SMILES: C=C1C=C[C@@H](S)[C@H]1N

B:
Formula: C6H9NS
Source: OMol25
Level of theory: ωB97M-V/def2-TZVPD

```
17
C6H9NS (ωB97M-V/def2-TZVPD)
C -0.65 0.95 0.86
C -0.69 1.07 -0.65
C -0.51 -0.35 -1.20
C -0.29 -0.57 1.22
C 1.02 -1.07 0.62
C 0.87 -0.94 -0.85
H 0.07 1.75 1.26
H -1.61 1.33 1.05
H -1.57 1.60 -1.14
H 0.17 1.81 -0.90
H -0.81 -0.60 -2.14
H -0.60 -0.89 2.25
H 1.59 -1.72 1.14
H 1.47 0.80 -0.01
H 1.25 -1.83 -1.41
N 1.87 -0.11 -0.08
S -1.58 -1.22 -0.01
```

Values from the calculation:
E_LUMO in eV: 0.849
Charge: 0
SMILES: C1C[C@H]2S[C@@H]1[C@H]1N[C@H]12

Quick one: least stable of them? B

A:
Formula: C4H15N2O2
Source: OMol25
Level of theory: ωB97M-V/def2-TZVPD

```
23
C4H15N2O2 (ωB97M-V/def2-TZVPD)
C 0.43 2.74 0.40
C 1.11 1.39 0.24
C 0.28 0.27 -0.34
C -0.45 0.45 -1.44
N -1.41 -0.38 -1.95
N 0.06 -0.90 0.52
H -0.57 2.73 -0.04
H 0.94 3.50 -0.19
H 0.27 3.09 1.42
H 2.12 1.39 -0.20
H 1.51 1.06 1.21
H -0.27 1.35 -1.98
H -1.44 -1.33 -1.59
H -1.67 -0.40 -2.92
H -0.72 -0.66 1.17
H -0.25 -1.78 0.05
H 0.84 -1.12 1.18
H 1.73 -2.00 -1.78
H 1.31 -3.44 -1.62
O 0.93 -2.56 -1.79
H -1.76 -1.92 3.19
H -1.68 -0.38 3.50
O -1.32 -1.09 2.96
```

Values from the calculation:
E_LUMO (alpha / beta) in eV: 0.809 / 0.499
Charge: 0
Expectation value of S²: 0.751
Spin multiplicity: 2

B:
Formula: C4H15N2O2
Source: OMol25
Level of theory: ωB97M-V/def2-TZVPD

```
23
C4H15N2O2 (ωB97M-V/def2-TZVPD)
C -0.71 0.99 -0.72
O -0.87 2.40 -0.53
C 0.01 0.36 0.45
C 0.19 -1.16 0.53
C 0.88 -1.70 -0.70
N 2.23 -1.10 -0.91
N 1.29 1.11 0.62
H -0.07 0.91 -1.62
H -1.73 0.63 -0.82
H -1.18 2.54 0.37
H -0.70 0.55 1.29
H -0.83 -1.57 0.56
H 0.70 -1.31 1.49
H 0.24 -1.39 -1.53
H 0.94 -2.78 -0.80
H 1.88 0.84 -0.21
H 2.31 -0.81 -1.88
H 2.90 -1.84 -0.72
H 1.76 0.88 1.49
H 1.11 2.12 0.54
H -3.89 0.14 0.37
H -3.25 0.36 1.75
O -3.20 -0.18 0.98
```

Values from the calculation:
E_LUMO (alpha / beta) in eV: 0.651 / 0.472
Charge: 0
Expectation value of S²: 0.750
Spin multiplicity: 2

Quick one: least stable of them? A

A:
Formula: C4H12N2
Source: OMol25
Level of theory: ωB97M-V/def2-TZVPD

```
18
C4H12N2 (ωB97M-V/def2-TZVPD)
N 0.89 1.59 -0.39
C 1.05 -0.34 1.94
C 0.00 -0.43 0.80
C 0.42 0.14 -0.57
C -0.92 0.25 -1.45
N -1.93 -0.80 -1.25
H 1.41 1.68 0.50
H 1.51 1.77 -1.11
H 0.67 0.25 2.86
H 1.11 -1.47 2.33
H 2.03 0.11 1.80
H -0.87 0.15 1.20
H -0.55 -1.34 0.80
H 1.31 -0.40 -0.92
H -1.43 1.23 -1.13
H -0.80 0.33 -2.53
H -2.27 -1.16 -2.13
H -1.63 -1.54 -0.75
```

Values from the calculation:
E_LUMO (alpha / beta) in eV: 4.032 / 4.001
Charge: -1
Expectation value of S²: 0.750
Spin multiplicity: 2

B:
Formula: C4H12N2
Source: OMol25
Level of theory: ωB97M-V/def2-TZVPD

```
18
C4H12N2 (ωB97M-V/def2-TZVPD)
N 0.01 1.52 -0.73
C -0.90 2.33 -0.17
C -2.21 2.66 -0.57
C 0.34 -1.15 0.19
N 0.67 -2.36 0.73
C 2.38 -2.58 0.68
H -2.60 -0.08 -0.06
H -0.42 0.71 -1.18
H -0.37 2.98 0.55
H -2.69 2.57 -1.59
H -2.48 -0.69 -0.40
H -2.92 2.98 0.24
H 1.20 -0.50 0.13
H -0.48 -0.60 0.67
H 0.02 -1.13 -0.87
H 2.72 -3.15 -0.35
H 2.66 -3.16 1.53
H 2.82 -1.59 0.57
```

Values from the calculation:
E_LUMO (alpha / beta) in eV: 3.661 / 3.215
Charge: -1
Expectation value of S²: 0.757
Spin multiplicity: 2

Quick one: least stable of them? B

A:
Formula: C4H10NO
Source: OMol25
Level of theory: ωB97M-V/def2-TZVPD

```
16
C4H10NO (ωB97M-V/def2-TZVPD)
O -21.63 0.64 0.11
C 3.43 0.13 1.79
C 3.62 -0.81 0.80
N 4.52 -0.90 -0.19
C 5.45 0.21 -0.30
C 6.26 -0.03 -1.58
H 4.10 1.00 1.94
H 2.60 -0.04 2.48
H 2.92 -1.64 0.81
H -21.42 0.08 -0.55
H -20.14 0.28 0.26
H 4.89 1.18 -0.38
H 6.18 0.32 0.55
H 7.03 0.69 -1.79
H 6.75 -1.02 -1.49
H 5.44 -0.10 -2.44
```

Values from the calculation:
E_LUMO (alpha / beta) in eV: -0.910 / -1.115
Charge: 0
Expectation value of S²: 0.787
Spin multiplicity: 2

B:
Formula: C4H10NO
Source: OMol25
Level of theory: ωB97M-V/def2-TZVPD

```
16
C4H10NO (ωB97M-V/def2-TZVPD)
C -1.01 1.51 0.56
C 0.16 0.77 -0.12
C -0.20 0.10 -1.46
C -0.34 -1.35 -1.16
O -1.40 -1.90 -0.86
N 1.42 -1.17 1.35
H -1.06 2.47 0.16
H -2.02 1.08 0.33
H -0.97 1.62 1.68
H 1.17 1.06 -0.22
H -1.08 0.46 -2.02
H 0.70 0.30 -1.98
H 0.58 -1.93 -1.04
H 0.57 -1.49 1.71
H 1.32 -0.23 0.94
H 2.16 -1.30 2.15
```

Values from the calculation:
E_LUMO (alpha / beta) in eV: 1.014 / -0.106
Charge: 0
Expectation value of S²: 0.754
Spin multiplicity: 2

Quick one: least stable of them? A